1.
ORCA calculation (ωB97M-V/def2-TZVPD) on C4H6N2 in the gas phase.

XYZ file:
```
12
Properties=species:S:1:pos:R:3:forces:R:3:mulliken_charge:R:1
N -1.15273 1.69661 -0.00745 0.2 0.3 0.4 -0.418
C -0.36275 0.53740 -0.09694 -0.3 -0.3 -0.4 0.105
C -0.62999 -0.34254 -1.07304 1.8 -3.3 1.0 -0.471
C 0.56680 -1.69638 -0.57954 -1.0 1.7 -0.2 -0.503
C 1.15803 -1.09615 0.47736 -0.5 0.7 0.0 -0.201
N 0.62291 0.14017 0.78998 0.0 0.4 0.0 -0.081
H -0.80005 2.58554 -0.31940 0.0 -0.1 0.2 0.196
H -1.91510 1.70494 0.65035 0.2 0.1 0.0 0.197
H -1.57397 -0.15484 -1.67035 1.7 -1.1 0.3 0.318
H 1.03763 -2.72236 -0.76798 -1.6 1.5 -0.9 0.284
H 1.98769 -1.42742 1.11501 -0.5 -0.1 -0.5 0.351
H 1.04110 0.75311 1.46389 -0.1 0.1 0.0 0.222
```
Forces are in eV/Å.

Results
Frontier orbital gap   9.38 eV
E_tot   -7222.6528 eV

2.
ORCA calculation (ωB97M-V/def2-TZVPD) on C4H6N2 in the gas phase.

XYZ file:
```
12
Properties=species:S:1:pos:R:3:forces:R:3:mulliken_charge:R:1
H 2.72337 -0.77260 0.01692 0.6 -1.7 0.0 0.198
N 2.37038 0.14045 -0.01340 -2.3 2.1 -0.4 -0.739
C 1.07558 0.15280 -0.03273 0.0 -1.8 1.6 0.489
C 0.16185 1.27770 0.06560 0.8 0.2 -0.7 -0.436
C -1.08779 0.87887 -0.07511 -2.8 1.0 0.6 -0.441
C -1.23863 -0.65119 0.03165 0.7 0.9 -1.0 -0.277
N 0.18636 -0.93959 0.07966 2.8 -3.2 -0.5 -0.260
H 0.61740 2.22366 0.19783 -0.2 1.1 -0.2 0.443
H -1.99087 1.58213 -0.13701 1.4 -1.2 0.3 0.305
H -1.83963 -0.93973 0.96530 0.9 0.2 -1.4 0.238
H -1.64140 -1.06829 -0.93374 -0.2 0.2 1.2 0.234
H 0.66339 -1.88422 -0.16497 -1.9 2.1 0.7 0.246
```
Forces are in eV/Å.

Results
Frontier orbital gap   9.73 eV
E_tot   -7224.1651 eV

3.
ORCA calculation (ωB97M-V/def2-TZVPD) on C4H6N2 in the gas phase.

XYZ file:
```
12
Properties=species:S:1:pos:R:3:forces:R:3:mulliken_charge:R:1
C -1.78066 -0.26639 -0.02844 0.1 0.1 -0.1 -1.037
C -0.30377 0.02083 0.03856 0.3 0.0 -0.2 0.405
C 0.74398 -0.84253 -0.10479 -0.1 0.0 0.0 -0.286
C 1.91467 -0.05919 0.09364 0.3 -0.1 0.3 -0.334
N 1.63199 1.16266 0.42357 0.7 -0.6 0.0 -0.667
N 0.24009 1.26882 0.38159 0.6 0.0 -0.3 -0.082
H -2.37503 0.63887 0.11536 0.1 -0.1 0.0 0.304
H -2.04660 -0.70781 -0.99549 0.1 0.1 0.1 0.283
H -2.08447 -0.98666 0.74386 0.2 0.2 -0.1 0.263
H 0.71344 -1.90316 -0.30865 -0.1 0.1 0.0 0.383
H 2.95189 -0.32609 -0.03713 0.0 -0.3 0.2 0.425
H 0.39448 2.00065 -0.32208 -2.1 0.5 0.0 0.343
```
Forces are in eV/Å.

Results
Frontier orbital gap   10.40 eV
E_tot   -7224.0523 eV

4.
ORCA calculation (ωB97M-V/def2-TZVPD) on C4H6N2 in the gas phase.

XYZ file:
```
12
Properties=species:S:1:pos:R:3:forces:R:3:mulliken_charge:R:1
N 2.08097 0.15225 0.14088 -0.1 -0.7 0.2 -0.413
C 0.75952 -0.09588 -0.25221 -1.2 -0.7 1.1 -0.098
C -0.11364 0.96003 -0.38664 -0.1 -0.2 0.0 -0.170
C -1.43621 0.57971 -0.12045 -0.4 0.1 -0.2 -0.565
C -1.45830 -0.75945 0.14107 0.0 0.4 -0.1 -0.354
N -0.19688 -1.26692 0.17716 0.6 1.0 -0.4 -0.140
H 2.93270 -0.14272 -0.30757 -0.5 -0.3 -0.2 0.185
H 2.21353 0.78912 0.91463 -0.1 -0.3 -0.3 0.193
H 0.16659 1.98299 -0.62374 0.3 -0.3 0.1 0.374
H -2.28649 1.23372 -0.11832 -0.2 0.0 -0.2 0.389
H -2.36126 -1.36250 0.21682 0.5 -0.1 0.1 0.348
H -0.21375 -2.29782 0.23210 1.3 1.0 -0.3 0.250
```
Forces are in eV/Å.

Results
Frontier orbital gap   8.92 eV
E_tot   -7224.0351 eV

> Number 2 is which compound?

C4H6N2